(1)
The following is a quantum chemistry calculation of a 2-piece molecular cluster, C3H9S2 overall at a distorted geometry, from the Open Molecules 2025 dataset.

Geometry as XYZ:
```
14
Properties=species:S:1:pos:R:3:forces:R:3:nbo_charge:R:1
C 1.160 -0.146 1.697 -0.123 -0.711 -0.489 -0.748
S 2.653 0.872 1.594 0.157 0.075 0.302 -0.723
H 1.101 -0.708 0.762 -0.294 -0.103 0.094 0.166
H 1.054 -0.933 2.458 0.509 0.302 0.351 0.166
H 0.255 0.447 1.769 -0.310 0.277 0.035 0.160
C -2.035 -0.046 -0.446 0.138 0.411 3.304 -0.809
S -1.097 -0.323 -1.898 0.155 -0.057 -1.268 0.133
C 0.666 0.078 -1.522 -1.254 0.958 -0.379 -0.717
H -1.546 0.635 0.277 0.564 -0.242 -0.552 0.241
H -2.089 -0.966 0.142 -0.301 -0.053 -0.087 0.208
H -3.017 0.443 -0.379 -0.059 -0.417 -1.418 0.225
H 0.723 0.728 -0.655 0.156 -0.065 0.113 0.264
H 1.308 -0.785 -1.405 -0.045 -0.048 -0.096 0.223
H 0.865 0.705 -2.393 0.707 -0.327 0.090 0.213
```
Positions in Å, forces in eV/Å.

* energy relative to the best compared isomer or geometry (same formula, charge and spin): 33.4 kcal per mole
* energy: -24927.30078 eV
* charge: -1

(2)
The following is a quantum chemistry calculation of C2H5N3O2S in the gas phase at a distorted geometry, from the Open Molecules 2025 dataset.

Geometry as XYZ:
```
13
Properties=species:S:1:pos:R:3:forces:R:3:nbo_charge:R:1
N -2.555 -0.563 -0.290 0.086 -1.782 -1.291 -0.848
C -1.456 -0.016 0.321 0.412 -1.234 0.071 0.760
O -1.457 1.014 0.923 0.062 0.888 0.082 -0.592
N -0.329 -0.874 0.237 -0.839 0.027 -0.370 -0.365
O 0.624 -0.549 1.201 -1.345 -1.243 0.924 -0.338
C 1.602 0.227 0.749 0.463 -0.004 0.506 0.383
N 1.720 0.504 -0.454 0.391 0.416 -0.969 -0.615
S 3.073 1.428 -0.846 0.536 0.442 -0.041 0.165
H -2.502 -1.328 -1.000 0.501 1.012 1.126 0.390
H -3.236 0.086 -0.574 -0.848 0.986 0.024 0.399
H -0.610 -1.859 0.289 0.671 0.460 0.337 0.378
H 2.223 0.490 1.613 0.081 0.114 -0.320 0.167
H 2.901 1.440 -2.168 -0.170 -0.080 -0.080 0.115
```
Positions in Å, forces in eV/Å.

* energy relative to the best compared isomer or geometry (same formula, charge and spin): 53.2 kcal per mole
* energy: -21553.60752 eV
* SMILES: NC(=O)NO/C=N/S

(3)
The following is a quantum chemistry calculation of C17H39O4PSi2 as an isolated structure at a distorted geometry, from the Open Molecules 2025 dataset.

Geometry as XYZ:
```
63
Properties=species:S:1:pos:R:3:forces:R:3:nbo_charge:R:1
C 8.730 -1.891 1.561 0.758 -0.020 -0.207 -0.635
C 7.914 -1.614 0.167 0.009 0.039 0.487 -0.409
C 6.539 -0.693 0.369 0.657 0.258 0.102 -0.421
C 6.141 0.040 -1.053 0.775 -0.631 -0.050 -0.422
C 4.825 -0.589 -1.801 0.008 0.676 0.066 -0.409
C 3.380 -0.105 -1.197 -0.799 -0.558 -0.678 -0.408
C 3.096 1.502 -1.448 1.043 -0.757 0.593 -0.913
Si 1.265 1.938 -1.856 0.405 -0.511 1.786 1.412
O 0.186 1.305 -0.589 1.227 2.889 -0.211 -1.211
Si -0.251 2.596 0.521 -2.441 -1.927 -1.088 1.275
C -2.134 2.376 1.036 0.663 -0.105 0.428 -0.869
C -2.422 0.888 1.691 -1.222 0.209 0.151 -0.421
C -3.403 -0.034 0.744 0.162 0.030 0.453 -0.214
C -2.456 -1.239 0.112 -0.293 0.647 -0.178 -0.654
C -4.671 -0.635 1.649 0.508 -0.460 -0.272 -0.416
C -5.594 -1.705 0.782 0.068 1.997 -0.081 -0.445
C -5.768 -1.260 -0.808 -2.484 -0.054 -0.148 -0.293
C -7.129 -1.169 -1.451 1.293 -0.503 0.451 0.078
C -8.190 0.075 -1.192 0.329 -1.062 0.352 -0.683
C -7.606 -2.353 -2.526 0.910 2.401 -0.970 -0.675
P 0.866 2.501 2.460 -1.083 0.843 5.691 1.759
O -0.016 3.213 3.592 3.452 -2.387 -4.405 -1.020
O 0.953 0.784 2.903 0.878 2.633 -2.750 -0.947
O 2.486 3.129 2.334 -1.533 -3.030 0.618 -0.969
H 8.887 -0.876 2.153 -0.546 -2.203 -1.078 0.210
H 9.832 -2.266 1.298 -2.414 0.717 0.508 0.214
H 8.244 -2.736 2.236 0.863 2.010 -1.362 0.215
H 7.651 -2.667 -0.304 0.528 2.288 0.720 0.209
H 8.658 -1.015 -0.545 -1.742 -1.363 1.420 0.203
H 5.638 -1.303 0.813 1.798 0.998 -0.959 0.207
H 6.797 0.139 1.174 -0.500 -1.700 -1.665 0.203
H 7.064 -0.153 -1.783 -2.015 0.559 1.510 0.210
H 6.100 1.192 -0.853 -0.284 -2.142 -0.645 0.215
H 4.866 -0.230 -2.937 -0.178 -0.904 2.387 0.208
H 4.883 -1.759 -1.764 -0.040 2.212 -0.118 0.218
H 2.546 -0.692 -1.818 1.785 1.044 1.318 0.202
H 3.197 -0.438 -0.067 0.625 0.869 -2.376 0.206
H 3.772 1.807 -2.374 -1.303 -0.269 2.043 0.249
H 3.376 2.102 -0.462 -0.270 -1.011 -2.230 0.245
H 1.171 3.418 -1.801 -0.010 -0.149 -0.063 -0.202
H 0.869 1.564 -3.207 -0.236 -0.509 -0.148 -0.189
H -0.132 3.909 -0.101 0.363 0.253 0.075 -0.163
H -2.745 2.603 0.063 0.924 -0.529 1.865 0.240
H -2.326 3.212 1.836 0.248 -1.533 -1.580 0.270
H -3.023 1.097 2.700 1.645 -0.635 -2.022 0.230
H -1.438 0.264 1.892 -2.039 1.526 -0.161 0.215
H -3.819 0.692 -0.101 0.757 -1.829 1.630 0.206
H -1.704 -0.719 -0.645 -1.574 -1.261 1.481 0.228
H -3.103 -2.066 -0.420 1.424 1.696 0.947 0.221
H -1.815 -1.735 0.956 -1.321 0.908 -1.495 0.209
H -4.176 -1.202 2.559 -1.059 1.158 -1.653 0.203
H -5.368 0.222 2.072 1.608 -1.602 -0.963 0.213
H -5.061 -2.758 0.824 -1.245 2.079 -0.403 0.226
H -6.675 -1.786 1.276 2.370 0.049 -1.139 0.224
H -4.834 -0.998 -1.467 -1.686 -2.066 1.046 0.219
H -8.342 0.262 -0.036 0.115 -0.271 -2.341 0.231
H -7.703 1.045 -1.667 -0.936 -2.136 1.027 0.232
H -9.202 -0.139 -1.768 2.031 0.428 1.487 0.220
H -8.127 -1.810 -3.441 0.812 -1.401 1.721 0.204
H -6.642 -2.888 -2.926 -1.968 0.773 0.919 0.230
H -8.366 -3.087 -2.013 1.698 1.530 -0.815 0.239
H 1.189 0.346 2.029 -0.345 0.313 1.432 0.484
H 3.119 2.391 2.623 -1.174 1.486 -0.459 0.506
```
Positions in Å, forces in eV/Å.

* energy: -51488.43388 eV

(4)
The following is a quantum chemistry calculation of C22H28N4O5S in the gas phase at a distorted geometry, from the Open Molecules 2025 dataset.

Geometry as XYZ:
```
60
Properties=species:S:1:pos:R:3:forces:R:3:nbo_charge:R:1
C -0.423 -1.827 -2.671 0.041 -0.067 0.084 -0.642
C -1.217 -2.292 -1.491 0.231 -0.097 0.043 0.019
C -2.590 -2.141 -1.427 0.124 -0.202 0.061 -0.213
C -3.314 -2.595 -0.336 -0.027 -0.215 0.029 -0.204
C -2.655 -3.209 0.708 -0.122 0.021 -0.108 -0.189
C -1.277 -3.372 0.671 0.310 -0.165 0.014 -0.338
C -0.555 -2.919 -0.425 -0.279 0.097 -0.161 0.265
O 0.805 -3.046 -0.593 -0.258 0.097 -0.149 -0.498
C 1.628 -3.506 0.449 0.261 -0.176 0.101 -0.153
C 2.061 -2.366 1.373 -0.047 -0.129 -0.171 0.644
O 3.218 -2.052 1.538 0.240 -0.094 -0.024 -0.604
N 1.041 -1.730 2.007 -0.287 0.455 0.324 -0.473
N 1.299 -0.576 2.744 0.083 -0.640 0.276 -0.465
C 1.413 0.655 2.140 -0.115 0.085 0.004 0.676
O 1.964 1.576 2.698 0.017 0.014 0.028 -0.586
C 0.632 0.772 0.876 -0.149 0.093 -0.168 -0.266
C -0.731 0.545 1.021 0.125 0.050 -0.064 -0.093
C -1.610 0.778 -0.012 -0.805 -0.019 0.204 -0.439
S -3.356 0.685 0.318 -0.045 0.348 0.247 2.337
O -3.577 -0.220 1.408 0.217 0.259 0.183 -0.947
O -4.076 0.490 -0.906 0.173 0.243 -0.232 -0.949
N -3.757 2.217 0.872 -0.055 -0.989 -0.312 -0.653
C -3.210 2.551 2.163 0.160 -0.083 0.378 -0.430
C -3.662 3.252 -0.125 0.003 0.163 -0.375 -0.430
C -1.134 1.238 -1.229 0.029 0.006 -0.013 -0.149
C 0.214 1.440 -1.405 0.013 0.110 -0.027 -0.305
C 1.149 1.222 -0.365 -0.246 -0.110 0.144 0.329
N 2.465 1.411 -0.590 0.118 0.121 -0.127 -0.410
C 3.544 1.067 0.315 0.406 -0.070 0.467 -0.232
C 4.785 1.056 -0.572 -0.143 0.044 0.030 -0.402
C 4.468 2.148 -1.587 -0.078 -0.121 0.003 -0.406
C 2.978 1.935 -1.844 -0.005 0.167 -0.342 -0.212
H 0.420 -1.222 -2.342 0.066 0.052 -0.085 0.223
H -0.021 -2.683 -3.212 0.072 -0.011 -0.106 0.222
H -1.044 -1.242 -3.344 -0.038 0.057 -0.083 0.213
H -3.106 -1.652 -2.238 -0.025 0.085 -0.108 0.224
H -4.381 -2.455 -0.303 -0.130 0.055 0.037 0.226
H -3.205 -3.564 1.566 -0.056 -0.018 0.098 0.218
H -0.795 -3.885 1.492 0.059 -0.020 0.045 0.214
H 1.168 -4.315 1.028 0.020 0.043 -0.073 0.194
H 2.530 -3.890 -0.035 -0.141 0.100 0.210 0.226
H 0.070 -1.913 1.771 0.262 0.039 0.115 0.425
H 1.872 -0.716 3.571 -0.132 0.034 -0.187 0.406
H -1.131 0.210 1.967 0.050 -0.061 0.177 0.236
H -3.782 3.372 2.594 0.006 -0.011 -0.022 0.209
H -3.311 1.671 2.793 0.048 0.139 0.217 0.235
H -2.152 2.843 2.105 -0.006 0.040 0.017 0.183
H -2.627 3.582 -0.284 -0.010 0.040 0.008 0.180
H -4.263 4.107 0.185 0.011 -0.018 0.004 0.209
H -4.063 2.846 -1.050 -0.019 0.244 -0.111 0.235
H -1.833 1.414 -2.031 -0.031 0.044 -0.193 0.237
H 0.561 1.780 -2.366 0.058 0.006 -0.103 0.223
H 3.636 1.819 1.108 0.031 -0.141 -0.071 0.213
H 3.377 0.094 0.782 0.016 0.082 0.000 0.230
H 5.693 1.248 -0.008 0.035 -0.046 0.036 0.222
H 4.879 0.091 -1.071 0.028 -0.053 -0.017 0.204
H 5.057 2.070 -2.498 -0.003 0.061 -0.037 0.218
H 4.635 3.129 -1.142 0.004 0.047 -0.013 0.206
H 2.474 2.868 -2.113 -0.017 -0.067 -0.065 0.201
H 2.826 1.207 -2.652 -0.046 0.084 -0.037 0.187
```
Positions in Å, forces in eV/Å.

* energy relative to the best compared isomer or geometry (same formula, charge and spin): 63.2 kcal per mole
* energy: -50301.19630 eV
* SMILES: Cc1ccccc1OCC(=O)NNC(=O)c1cc(S(=O)(=O)N(C)C)ccc1N1CCCC1

Number 1: LUMO 3.185 eV. Number 2: LUMO 0.679 eV. Number 3: LUMO 0.083 eV. Number 4: LUMO 0.627 eV.